Record 1
# CH4N2O2S

One molecule with the formula CH4N2O2S in a non-equilibrium geometry (ωB97M-V with the def2-TZVPD basis set, OMol25).

```
10
Properties=species:S:1:pos:R:3:forces:R:3
S 0.228 2.537 0.757 0.29 -1.17 -0.63
O 0.044 -1.248 -1.479 4.15 -0.60 -0.93
O -0.395 -0.410 1.883 1.29 1.03 -2.21
N 0.290 0.965 0.037 1.43 -1.95 -2.11
N -0.467 -1.191 -0.193 0.62 -3.74 0.40
C -0.084 -0.202 0.696 -1.85 0.84 2.28
H -0.280 -2.177 0.143 -0.99 1.87 0.48
H 0.703 0.607 -0.993 -1.63 2.30 3.30
H -1.081 2.781 0.544 0.10 -0.09 -0.09
H 1.043 -1.662 -1.395 -3.42 1.50 -0.49
```
Forces are in eV/Å.

Output
Energy relative to the best compared isomer or geometry (same formula, charge and spin) = 2.4730 eV
F_max = 4.34 eV Å⁻¹
2S+1 = 1
Total energy = -698.5844 Eh
Net charge = 0

---

Record 2
# C3H6NO2

An isolated ion of composition C3H6NO2 and charge +1 in a non-equilibrium geometry (ωB97M-V with the def2-TZVPD basis set, OMol25).

```
12
Properties=species:S:1:pos:R:3:forces:R:3
O -1.638 -0.315 0.058 -1.27 0.79 -0.05
O 0.882 1.629 0.008 -1.11 0.34 -0.10
N 0.776 0.415 0.027 -1.45 -0.10 0.13
C -2.625 0.463 -0.049 0.59 0.61 -0.03
C -0.309 -0.397 0.068 2.03 -1.17 0.05
C 2.028 -0.337 -0.001 1.48 -0.70 -0.15
H -3.602 -0.006 -0.011 0.14 -0.21 0.03
H -0.043 -1.447 0.134 -0.07 0.33 -0.04
H -2.537 1.542 -0.177 0.35 -0.13 0.04
H 2.843 0.375 0.136 -0.34 -0.01 0.03
H 2.072 -1.099 0.777 -0.19 0.14 0.03
H 2.151 -0.824 -0.970 -0.17 0.12 0.05
```
Forces are in eV/Å.

Output
Energy relative to the best compared isomer or geometry (same formula, charge and spin) = 5.2309 eV
F_max = 2.34 eV Å⁻¹
2S+1 = 1
Total energy = -322.6866 Eh
Net charge = +1

---

Record 3
# C2H5NS2

One molecule with the formula C2H5NS2 in a non-equilibrium geometry (ωB97M-V with the def2-TZVPD basis set, OMol25).

```
10
Properties=species:S:1:pos:R:3:forces:R:3
S -1.806 0.782 -1.253 0.51 -0.39 0.50
S 1.920 -0.077 0.799 -0.18 1.97 2.43
N -0.944 -1.167 0.271 -1.66 -3.39 3.25
C 0.780 0.569 -0.309 -1.83 -1.86 -5.20
C -0.701 0.010 -0.258 0.94 1.76 -2.50
H 0.658 1.588 -0.574 0.35 1.53 1.14
H -0.575 -1.350 1.458 -1.40 0.35 -5.16
H -1.867 -1.680 -0.242 3.05 1.92 2.79
H 1.340 0.986 1.527 1.53 -1.45 0.60
H 1.195 0.339 -1.419 -1.30 -0.45 2.16
```
Forces are in eV/Å.

Output
Energy relative to the best compared isomer or geometry (same formula, charge and spin) = 2.9280 eV
F_max = 5.82 eV Å⁻¹
2S+1 = 1
Total energy = -930.2319 Eh
Net charge = 0

---

Record 4
# C3H9N2O

A 2-piece molecular cluster, C3H9N2O overall in a non-equilibrium geometry (ωB97M-V with the def2-TZVPD basis set, OMol25).

```
15
Properties=species:S:1:pos:R:3:forces:R:3
O -2.601 -1.239 0.007 0.52 0.18 -0.10
N 1.214 -0.472 -0.844 -0.59 -2.66 -0.18
N -0.974 0.417 1.157 -0.44 2.48 0.57
C -1.206 0.566 -0.120 4.18 0.42 1.64
C -2.313 -0.234 -0.600 -3.12 -1.47 -0.49
C 2.023 0.030 0.239 -1.52 1.59 0.20
H 1.230 0.130 1.101 2.48 -0.07 -0.94
H 1.330 -1.508 -0.901 -0.60 0.97 0.28
H -1.711 -0.076 1.625 -0.20 -0.72 0.65
H -0.398 1.052 1.806 -0.78 -1.32 -1.85
H -3.051 0.104 -1.353 0.92 0.34 -0.28
H 2.861 -0.608 0.433 0.28 -0.30 0.77
H 1.548 -0.207 -1.730 0.57 0.80 -1.28
H 2.427 1.005 -0.131 -0.38 -0.48 1.02
H -0.381 1.039 -0.689 -1.31 0.24 0.00
```
Forces are in eV/Å.

Output
Energy relative to the best compared isomer or geometry (same formula, charge and spin) = 3.6644 eV
F_max = 4.51 eV Å⁻¹
2S+1 = 1
Total energy = -304.1157 Eh
Net charge = +1

---

Record 5
# C26H65BIN14O10

A 8-piece molecular cluster, C26H65BIN14O10 overall in a non-equilibrium geometry (ωB97M-V with the def2-TZVPD basis set, OMol25).

```
117
Properties=species:S:1:pos:R:3:forces:R:3
I -4.013 -1.525 0.216 0.30 0.33 -0.29
O 5.067 1.724 0.606 0.57 0.23 0.20
O -6.020 0.555 3.730 0.92 -1.46 -0.49
O 1.754 -8.635 -0.754 0.09 0.09 -0.22
O -9.111 5.663 -6.462 0.11 -0.16 -0.03
O 6.099 -5.794 -2.645 0.36 -0.30 -0.11
O -4.424 2.661 -3.188 -0.50 -0.03 -0.44
O 4.675 -1.389 -2.151 0.14 0.15 0.01
O -2.590 -1.946 4.033 1.12 -0.60 -2.95
O -2.270 -0.152 2.357 0.46 -2.16 -2.11
O 8.916 1.209 1.273 0.21 -0.10 0.17
N 6.222 1.383 -1.315 -0.33 -0.43 -0.19
N -0.468 -9.068 -0.748 -0.11 -0.30 0.29
N -5.152 1.027 -4.576 0.09 -0.18 -0.59
N 7.387 1.445 2.926 -0.34 0.24 -0.16
N 6.548 -2.583 -1.691 0.41 0.22 0.34
N 6.791 3.099 0.082 -0.09 0.69 0.26
N -6.534 1.878 -2.949 -0.59 0.33 0.08
N 9.553 0.883 3.425 0.58 -0.13 0.22
N -8.067 4.430 -4.873 -0.06 -0.05 0.36
N 0.470 -7.872 -2.462 0.23 0.14 -0.33
N 5.123 -3.259 -3.347 -0.29 0.01 -0.60
N -7.756 3.959 -7.094 0.10 -0.24 -0.51
N 5.568 -7.996 -2.782 0.34 -0.33 -0.31
N 4.147 -6.521 -1.761 -0.26 0.25 -0.02
C -8.361 4.746 -6.162 -0.23 0.35 0.09
C 0.656 -8.532 -1.287 0.05 0.03 0.07
C 1.610 1.264 2.134 0.49 -1.62 0.22
C -3.121 3.642 3.169 1.02 0.18 -0.41
C 2.348 0.424 0.974 -0.28 0.61 0.49
C 2.053 1.021 -0.466 0.65 -1.52 -0.02
C -2.535 4.503 1.981 -0.83 0.89 0.17
C -2.291 -1.342 1.606 0.87 -0.36 2.64
C -5.310 1.907 -3.546 0.54 0.28 0.33
C 0.856 0.233 3.089 -0.09 0.95 0.18
C -3.705 0.225 4.404 -1.05 0.33 -0.76
C 5.402 -2.348 -2.382 -0.13 0.06 -0.04
C -1.125 1.798 -0.538 -1.11 0.62 -0.57
C 0.823 0.271 -1.147 0.23 1.70 -1.02
C -4.696 3.530 3.193 0.81 -1.08 0.49
C 5.320 -6.712 -2.411 -0.26 0.18 0.22
C -2.533 -2.516 2.716 -1.54 -0.29 0.20
C -2.619 2.134 -1.019 0.99 -0.72 1.69
C -3.386 2.578 0.324 0.17 0.35 -2.18
C -1.146 -0.004 4.813 0.67 0.89 -0.32
C -3.071 4.116 0.538 0.62 -0.01 0.17
C 5.968 2.048 -0.160 0.00 -0.16 -0.30
C -0.156 1.386 -1.731 -1.04 -0.57 1.62
C 8.635 1.181 2.463 -0.27 0.06 -0.30
C -0.075 0.962 4.160 0.94 -0.78 0.72
C -5.035 -0.190 3.680 -0.04 1.96 1.22
B -2.343 -0.501 3.787 -1.43 1.06 3.57
H 1.913 2.135 -0.449 -0.04 -1.05 0.23
H -3.944 4.774 0.243 0.78 -0.90 0.49
H 0.288 -0.367 -0.396 0.41 0.53 -0.84
H -1.656 0.580 5.643 0.69 -0.67 -0.74
H -1.403 4.550 2.008 -1.21 -0.42 -0.01
H -0.369 -9.562 0.121 -0.02 0.08 -0.05
H 7.153 -3.365 -1.866 -0.18 -0.10 -0.03
H -0.676 -0.914 5.291 -0.14 0.95 -0.50
H -0.825 0.988 -2.555 0.94 0.46 0.69
H 9.345 0.855 4.405 -0.05 0.00 -0.05
H 0.634 1.299 4.985 -0.71 -0.06 -0.91
H -4.261 1.020 -5.039 -0.04 -0.03 0.11
H 6.677 1.669 2.242 -0.14 -0.21 0.09
H 6.635 3.617 0.929 0.04 0.02 -0.11
H -1.247 0.994 0.246 0.39 0.70 -0.90
H -3.045 1.160 -1.399 0.29 1.18 0.10
H -0.763 2.717 0.001 -0.03 -0.84 -0.42
H -2.247 4.398 -0.190 -0.92 -0.27 0.74
H 7.136 1.428 3.896 0.03 -0.05 -0.03
H 1.280 -7.460 -2.891 -0.11 0.03 0.01
H 4.281 -3.119 -3.877 0.08 0.10 0.07
H 6.789 -1.930 -0.966 -0.04 -0.05 -0.05
H -3.590 -2.860 2.520 1.21 -0.34 0.01
H -4.487 2.423 0.107 1.11 0.10 0.75
H -8.493 4.989 -4.156 0.06 -0.03 -0.07
H -7.138 3.202 -6.870 0.01 0.07 0.06
H 5.629 0.594 -1.531 -0.04 -0.09 -0.08
H 0.387 2.325 -2.039 -0.39 -1.21 -0.10
H 10.488 0.682 3.119 -0.09 0.01 0.02
H -7.277 1.264 -3.227 0.08 -0.08 0.10
H 4.943 -8.760 -2.598 -0.03 0.08 0.08
H -7.949 4.161 -8.059 0.02 0.00 0.10
H -0.420 -7.776 -2.913 0.01 0.03 0.06
H -1.377 -8.995 -1.165 0.04 0.06 0.01
H 6.429 -8.176 -3.265 -0.07 0.02 0.06
H 0.280 -0.505 2.456 0.45 0.87 0.69
H -1.371 -1.544 0.989 -1.01 0.58 0.28
H 7.535 3.379 -0.528 0.06 -0.15 0.08
H -2.648 2.616 3.085 -0.75 1.07 0.17
H 2.952 0.828 -1.124 -0.83 0.28 0.71
H -5.868 0.396 -4.886 0.04 -0.04 0.11
H -1.816 -3.395 2.662 -0.56 1.08 -0.19
H -2.639 2.946 -1.786 -0.06 -0.89 0.60
H 6.954 1.631 -1.952 0.02 0.04 0.10
H 1.647 -0.349 3.655 -0.88 0.45 -0.63
H 0.880 2.013 1.724 0.74 -0.64 0.36
H -4.989 3.282 4.258 0.01 0.45 -1.25
H 3.492 -7.257 -1.557 -0.03 -0.11 0.22
H -4.967 2.605 2.601 0.00 1.28 0.53
H -2.869 5.575 2.167 0.44 -1.04 -0.18
H -3.593 1.347 4.290 -0.52 -1.16 0.32
H -3.855 0.019 5.507 0.19 0.04 -1.08
H -5.236 4.435 2.813 0.56 -0.72 0.36
H -7.454 3.680 -4.608 0.05 0.04 0.05
H 1.974 -0.643 1.073 0.36 1.13 -0.49
H -0.551 1.902 3.756 0.36 -1.06 0.13
H -6.686 2.513 -2.184 0.08 -0.16 0.04
H 2.432 1.753 2.735 -1.11 -0.05 -0.61
H 1.177 -0.339 -2.021 -0.13 0.22 1.02
H -5.108 -1.161 3.112 0.18 0.54 0.43
H 3.450 0.393 1.195 -1.24 0.12 -0.39
H 3.932 -5.582 -1.470 0.04 -0.06 0.01
H -2.684 4.075 4.123 -0.72 -0.39 -0.92
H 5.705 -4.055 -3.552 -0.14 -0.04 0.33
H -2.994 1.899 1.125 -0.74 0.73 -0.48
```
Forces are in eV/Å.

Output
F_max = 3.99 eV Å⁻¹
2S+1 = 1
Total energy = -2871.5266 Eh
Net charge = -1

---

Record 6
# C11H17N5O3S2

One molecule with the formula C11H17N5O3S2 (ωB97M-V with the def2-TZVPD basis set, OMol25).

```
38
Properties=species:S:1:pos:R:3:forces:R:3
S -1.713 -1.613 -1.419 0.17 -0.34 0.03
S 4.074 1.240 -0.542 0.44 -0.16 -0.29
O 1.300 -3.300 -0.144 0.03 -0.43 -0.02
O 3.160 2.193 0.029 -0.30 -0.07 0.29
O 5.143 1.751 -1.352 0.23 -0.19 -0.12
N 1.258 -1.051 -0.144 0.25 0.02 -0.11
N -2.644 -0.209 0.635 -0.06 0.04 0.28
N -5.119 1.826 -1.880 -0.14 0.08 -0.05
N -3.536 0.220 -1.512 -0.11 0.00 -0.51
N -3.403 0.864 2.511 -0.04 0.11 0.13
C -4.347 1.152 -0.995 0.32 -0.05 0.37
C 0.659 -2.266 -0.099 -0.11 0.05 0.07
C 3.146 -0.065 -1.407 0.45 0.47 0.44
C -0.847 -2.302 0.038 -0.32 -0.06 -0.39
C 4.656 0.123 0.768 -0.42 0.35 -0.59
C -3.461 0.713 1.163 -0.21 -0.05 -0.38
C 3.383 -0.642 1.040 -0.21 -0.31 0.18
C 2.702 -1.021 -0.304 -0.11 -0.53 0.22
C -4.349 1.436 0.372 0.02 -0.03 -0.02
C 0.557 0.210 -0.032 -0.28 0.20 0.05
C -2.742 -0.402 -0.668 0.02 0.10 0.38
H -0.154 0.186 0.794 0.02 0.07 -0.05
H 2.710 0.008 1.603 -0.01 -0.07 0.03
H 2.319 0.369 -1.958 -0.01 0.19 -0.05
H -1.214 -1.724 0.886 0.09 -0.10 0.01
H -5.894 2.373 -1.549 0.03 -0.02 -0.06
H -5.151 1.463 -2.816 -0.04 0.00 0.01
H 5.015 0.690 1.619 0.07 0.20 -0.03
H -5.004 2.178 0.795 -0.10 0.11 0.05
H 0.002 0.436 -0.945 0.04 0.08 0.06
H 2.979 -2.049 -0.565 0.02 0.34 0.03
H 3.849 -0.519 -2.097 0.06 -0.03 -0.07
H -1.144 -3.346 0.127 0.12 0.12 0.09
H -2.642 0.421 2.996 0.00 0.02 -0.02
H 3.556 -1.543 1.627 -0.02 0.04 0.01
H 5.449 -0.486 0.346 0.14 -0.05 -0.08
H -3.824 1.673 2.932 0.04 -0.03 0.03
H 1.272 1.011 0.145 -0.07 -0.06 0.06
```
Forces are in eV/Å.

Output
F_max = 0.80 eV Å⁻¹
2S+1 = 1
Total energy = -1725.2901 Eh
Net charge = 0

---

Question: Which value of total energy does entry 4 give?
Answer: -304.1157 Eh

---

Question: 2S+1 of number 5 (C26H65BIN14O10)?
Answer: 1

---

Question: Number 5 is which compound?
Answer: C26H65BIN14O10